{"formula": "C55H68FN3O2", "method": "ωB97M-V/def2-TZVPD", "symbols": ["C", "O", "C", "C", "C", "C", "C", "N", "C", "C", "C", "C", "C", "C", "C", "C", "C", "C", "C", "C", "N", "N", "C", "C", "C", "C", "C", "C", "C", "C", "C", "C", "C", "C", "C", "C", "C", "C", "H", "H", "H", "H", "H", "H", "H", "H", "H", "H", "H", "H", "H", "H", "H", "H", "H", "H", "H", "H", "H", "H", "H", "H", "H", "H", "H", "H", "H", "H", "H", "H", "H", "H", "H", "H", "H", "H", "H", "H", "H", "H", "H", "C", "C", "C", "C", "C", "C", "C", "C", "C", "C", "C", "F", "C", "C", "C", "C", "C", "C", "C", "C", "C", "C", "O", "H", "H", "H", "H", "H", "H", "H", "H", "H", "H", "H", "H", "H", "H", "H", "H", "H", "H", "H", "H", "H", "H", "H", "H", "H"], "xyz": [[-2.194089, 5.638341, 1.622995], [-0.910758, 5.551513, 0.957544], [-0.698019, 4.522337, 0.091144], [-1.576556, 3.427396, -0.049704], [-1.098473, 2.263468, -0.629274], [0.075677, 2.282417, -1.417382], [0.428125, 1.113679, -2.198910], [0.576836, 1.203347, -3.573985], [0.464946, 2.382458, -4.397955], [1.580659, 2.809764, -5.133396], [2.790001, 1.931061, -5.432319], [3.964843, 2.301901, -4.536637], [3.168065, 1.992850, -6.917272], [1.612239, 4.146069, -5.550231], [0.474566, 4.937668, -5.459332], [-0.714354, 4.405532, -4.962686], [-0.741411, 3.121319, -4.413716], [-2.051556, 2.494120, -3.938105], [-2.686590, 1.610205, -5.015975], [-3.015970, 3.539458, -3.375400], [1.027465, 0.032129, -4.078964], [1.037389, -0.830967, -3.044768], [1.289291, -2.234586, -3.309179], [2.607723, -2.679899, -3.498041], [3.760622, -1.700565, -3.367392], [4.863314, -1.922049, -4.403578], [4.330428, -1.676385, -1.954324], [2.827088, -4.021572, -3.807375], [1.758447, -4.859131, -4.123692], [0.450645, -4.387787, -4.012538], [0.205806, -3.086403, -3.583100], [-1.221982, -2.566496, -3.533418], [-2.157382, -3.447485, -2.702795], [-1.760070, -2.332030, -4.942742], [0.704713, -0.201545, -1.828462], [0.801472, -0.808716, -0.574455], [0.871483, 3.463247, -1.412822], [0.523363, 4.540989, -0.625158], [-2.044960, 6.438022, 2.352810], [-2.974808, 5.919771, 0.895073], [-2.476296, 4.708536, 2.143859], [-2.585449, 3.470292, 0.368143], [-1.671196, 1.339408, -0.547644], [2.492149, 0.897978, -5.226554], [3.668510, 2.302385, -3.479331], [4.790041, 1.590190, -4.664389], [4.330135, 3.305068, -4.794273], [2.280030, 1.845553, -7.543877], [3.620983, 2.962957, -7.161641], [3.891084, 1.207549, -7.164740], [2.542142, 4.553090, -5.958124], [0.510300, 5.973539, -5.802245], [-1.621880, 5.006974, -4.995321], [-1.782634, 1.823673, -3.113425], [-1.937684, 0.932254, -5.449420], [-3.486907, 0.999537, -4.577467], [-3.117347, 2.218632, -5.824489], [-2.499935, 4.186415, -2.653149], [-3.435715, 4.155948, -4.180515], [-3.846578, 3.049042, -2.855119], [3.311396, -0.717287, -3.564268], [4.437409, -1.938221, -5.415213], [5.578426, -1.092014, -4.335507], [5.399317, -2.866151, -4.228434], [3.579744, -1.301470, -1.248117], [4.648614, -2.681669, -1.641059], [5.202079, -1.008777, -1.931405], [3.845317, -4.415887, -3.838607], [1.942873, -5.868640, -4.488386], [-0.388051, -5.038330, -4.268105], [-1.165585, -1.602338, -3.018913], [-1.728807, -3.625883, -1.707259], [-3.116856, -2.931156, -2.568175], [-2.343141, -4.416126, -3.187571], [-1.104946, -1.638647, -5.484687], [-1.799283, -3.274625, -5.505309], [-2.768961, -1.903087, -4.905072], [1.236450, -1.808283, -0.525833], [0.582348, -0.174788, 0.267435], [1.775041, 3.501235, -2.022338], [1.147620, 5.422866, -0.536232], [1.337260, -0.458457, 8.211560], [2.054027, -0.938513, 6.931995], [2.761330, 0.261890, 6.300548], [3.073000, -2.003860, 7.338749], [1.028906, -1.544236, 5.952492], [0.972669, -1.293271, 4.608084], [-0.260046, -1.434300, 3.872828], [-0.464882, -0.730863, 2.653598], [-1.750132, -0.145570, 2.329291], [-2.826061, -0.952534, 1.883461], [-4.104976, -0.423507, 1.892833], [-5.164663, -1.247081, 1.582762], [-4.384491, 0.889675, 2.272275], [-3.303239, 1.726047, 2.600439], [-2.004123, 1.233978, 2.570044], [-1.343646, -2.100796, 4.551041], [-1.293449, -2.450277, 5.874924], [-2.509815, -2.871464, 6.730443], [-2.460801, -4.378254, 7.004642], [-3.830683, -2.510073, 6.048565], [-2.467258, -2.148094, 8.089151], [0.039369, -2.485981, 6.495415], [0.329032, -3.302497, 7.405575], [0.915329, -1.304823, 8.764799], [2.047822, 0.067393, 8.867112], [0.517976, 0.230855, 7.957800], [3.422886, -0.055076, 5.489127], [2.023146, 0.972505, 5.903656], [3.368589, 0.774562, 7.060453], [3.646038, -2.330472, 6.462519], [3.758770, -1.592245, 8.085501], [2.535054, -2.864889, 7.749159], [1.825523, -0.846030, 4.079488], [0.423499, -0.447934, 2.102662], [-2.652737, -1.990582, 1.610157], [-5.410833, 1.249443, 2.302580], [-3.478292, 2.759932, 2.912292], [-1.163185, 1.870641, 2.851772], [-2.250984, -2.276288, 3.960483], [-1.488579, -4.626047, 7.442864], [-3.260565, -4.653375, 7.700620], [-2.592082, -4.939043, 6.070770], [-3.849618, -1.438115, 5.812147], [-3.981104, -3.084292, 5.127207], [-4.663901, -2.727833, 6.733773], [-2.450577, -1.059000, 7.935892], [-3.367499, -2.396798, 8.667690], [-1.584996, -2.447639, 8.667051]], "atomic_forces_ev_per_a": [[0.5974, 0.1669, -0.4048], [-0.7718, -0.0469, -0.0272], [0.1262, -0.5716, -0.3058], [0.4233, 0.5761, 0.8374], [0.4030, 0.1334, -1.0964], [-0.2463, 0.8615, 1.2852], [-0.1312, 1.1655, -1.8508], [1.0920, -2.8868, 0.6341], [-0.0724, 0.3926, -0.5484], [0.4792, 0.2810, 0.3838], [-0.2289, -0.3268, 0.1306], [0.1572, 0.0409, 0.1200], [-0.0855, 0.1556, 0.0105], [-0.3613, -0.1224, -0.1753], [0.1119, 0.1300, 0.0305], [0.2129, -0.1923, -0.0457], [-0.0149, -0.2386, -0.0761], [0.4578, -0.0103, 0.5898], [0.0351, 0.0449, -0.1993], [-0.0136, -0.0457, -0.0206], [-1.5004, 1.1163, -0.3776], [-0.3468, 0.8737, 0.3893], [0.1159, -0.0946, -0.7621], [0.0503, 0.2131, 0.4625], [-0.2550, 0.1822, -0.0958], [-0.1417, -0.0176, -0.0553], [0.0521, 0.0485, 0.1913], [-0.1586, -0.1804, -0.2386], [-0.1162, 0.1777, 0.1827], [0.3749, -0.1140, 0.0461], [-0.3477, 0.2900, 0.0190], [0.1811, 0.2206, 0.3937], [0.0662, -0.0507, 0.1150], [0.0682, 0.0543, -0.1641], [0.9634, -2.0023, 1.3227], [-0.1760, 0.4212, -1.5779], [-0.4707, -0.8007, -0.1373], [-0.8520, 0.0828, 0.4498], [-0.2268, -0.1607, -0.1445], [0.2203, -0.1481, 0.3196], [0.2571, 0.2723, -0.2444], [0.5028, -0.2112, 0.0872], [-0.0213, 0.2080, -0.2268], [0.2366, 0.3385, -0.0527], [0.1104, -0.0196, -0.1639], [-0.1063, 0.1489, 0.0246], [0.0026, -0.1579, 0.1343], [0.2071, 0.0632, 0.0568], [-0.1062, -0.2042, -0.0862], [-0.0695, 0.1376, 0.1025], [-0.4140, -0.1734, -0.0135], [-0.0544, -0.2959, 0.0907], [0.2354, -0.1966, 0.0708], [-0.1442, 0.1307, -0.1270], [-0.2140, 0.1386, 0.0817], [0.1270, 0.1551, -0.1093], [0.1259, -0.1506, 0.1402], [-0.1565, -0.1097, -0.1945], [0.0126, -0.0603, 0.2048], [0.0864, 0.0640, -0.1297], [0.3442, -0.1115, 0.0291], [0.1803, -0.0429, 0.1568], [-0.0550, -0.2482, -0.0673], [-0.0709, 0.2840, -0.0821], [0.1743, -0.1286, -0.0294], [-0.0506, 0.2426, -0.0490], [-0.1519, -0.1397, 0.1242], [-0.2985, 0.2202, -0.1815], [-0.0179, 0.1613, 0.2297], [0.2378, 0.2076, 0.0600], [-0.1649, -0.0195, -0.0828], [-0.1181, -0.0102, -0.2308], [0.1422, -0.1939, -0.0672], [0.0005, 0.2051, 0.1303], [-0.1468, -0.1203, 0.0326], [-0.0328, 0.1802, 0.0886], [0.1556, -0.0936, -0.0246], [-0.2972, 0.3700, 0.3259], [0.0718, -0.2415, 0.0470], [-0.1833, -0.0295, 0.1734], [0.0158, -0.1106, -0.0417], [-0.3316, 0.0054, -0.1296], [0.0796, -0.2748, -0.1641], [-0.0716, 0.0333, 0.0092], [0.0380, -0.2209, -0.1182], [0.5678, 0.3994, -0.6441], [1.0093, 0.2030, 0.6611], [-0.4996, 0.4652, -2.5888], [1.6620, -1.4184, 2.9941], [-2.0864, 0.2926, -0.9602], [0.3994, 0.4124, 0.4745], [-0.6758, 0.0753, 0.0591], [0.8637, 0.6369, 0.0974], [0.4368, -0.0110, -0.0704], [-0.2738, -0.4199, -0.2999], [0.4991, -0.9327, 0.4326], [-1.1794, 0.0712, 1.2868], [-0.7986, -0.1513, -0.9275], [0.1987, -0.2535, -0.1786], [0.1631, -0.1626, -0.1232], [0.0527, 0.0943, -0.0182], [0.2030, 0.2764, -0.0713], [0.3367, -1.0931, 1.5388], [-0.5651, 1.7254, -1.5681], [0.0881, 0.1897, -0.0936], [-0.1761, -0.1581, -0.2353], [0.1891, -0.0834, 0.1222], [-0.0413, 0.1160, 0.0329], [0.2334, -0.0713, 0.0650], [-0.1171, -0.1495, -0.2297], [-0.0035, 0.0169, 0.1752], [0.0129, -0.0950, -0.0496], [0.3202, 0.1745, -0.0109], [-0.4736, 0.1927, 0.3773], [0.0239, 0.4230, 0.2936], [-0.1138, 0.1755, 0.0740], [0.2184, -0.1601, -0.0081], [-0.0126, -0.3854, -0.2020], [-0.2601, -0.1421, -0.0407], [0.2282, 0.3391, 0.5333], [-0.3366, -0.1154, -0.0761], [0.0617, -0.0234, -0.0961], [0.0246, 0.0143, 0.1789], [-0.1041, -0.1836, -0.0403], [-0.0375, 0.1191, 0.1178], [0.2221, 0.0197, -0.2427], [0.0206, -0.1947, 0.1352], [0.2067, 0.0270, -0.1553], [-0.2245, 0.1246, -0.1135]], "multiplicity": 1, "homo_energy_ev": -6.12, "total_energy_ha": -2551.06361, "max_force_ev_per_a": 3.7, "orbital_gap_ha": 0.1999}